Record 1
{
  "formula": "C38H57AgGeIN6PSi4Te",
  "method": "wB97M-V/def2-TZVPD",
  "elements": ["Ag", "C", "N", "C", "C", "N", "C", "P", "C", "N", "C", "C", "N", "C", "C", "N", "C", "C", "N", "C", "H", "H", "H", "H", "H", "H", "H", "H", "H", "H", "H", "H", "H", "H", "H", "C", "Ge", "C", "C", "C", "C", "C", "C", "C", "C", "C", "C", "C", "C", "C", "C", "C", "C", "H", "H", "H", "H", "H", "H", "H", "H", "H", "H", "H", "H", "H", "H", "H", "I", "C", "Si", "C", "C", "Si", "Te", "Si", "C", "C", "C", "Si", "C", "C", "C", "H", "H", "H", "H", "H", "H", "H", "H", "H", "H", "H", "H", "H", "H", "H", "H", "H", "H", "H", "H", "H", "H", "H", "H", "H", "H", "H"],
  "coordinates": [[-0.061, -0.852, -0.952], [-2.637, 2.055, -5.420], [-1.817, 1.820, -4.253], [-1.190, 2.788, -3.516], [-0.543, 2.139, -2.504], [-0.765, 0.802, -2.606], [-1.530, 0.625, -3.662], [-2.116, -0.945, -4.337], [-3.201, -1.537, -3.012], [-2.920, -1.596, -1.730], [-4.004, -2.151, -1.126], [-4.964, -2.427, -2.061], [-4.450, -2.030, -3.266], [-5.130, -2.132, -4.536], [-0.677, -2.007, -4.081], [-0.196, -2.455, -2.943], [0.865, -3.249, -3.260], [1.029, -3.278, -4.615], [0.045, -2.481, -5.136], [-0.136, -2.193, -6.541], [-2.660, 3.127, -5.603], [-2.222, 1.553, -6.294], [-3.657, 1.706, -5.259], [-1.261, 3.829, -3.774], [0.043, 2.535, -1.691], [-4.023, -2.332, -0.066], [-5.945, -2.859, -1.982], [-6.095, -2.602, -4.363], [-5.291, -1.147, -4.974], [-4.558, -2.743, -5.235], [1.474, -3.696, -2.494], [1.767, -3.748, -5.239], [0.672, -2.675, -7.087], [-1.092, -2.575, -6.900], [-0.085, -1.119, -6.723], [-2.564, -0.972, 1.918], [-0.886, -1.832, 1.301], [0.312, -2.006, 2.855], [1.485, -2.745, 2.730], [2.336, -2.925, 3.811], [2.028, -2.363, 5.041], [0.873, -1.609, 5.177], [0.029, -1.431, 4.090], [-1.436, -3.733, 0.941], [-1.264, -4.236, -0.320], [-1.698, -5.532, -0.682], [-2.321, -6.329, 0.228], [-2.515, -5.870, 1.555], [-3.144, -6.689, 2.526], [-3.308, -6.258, 3.809], [-2.842, -4.979, 4.182], [-2.242, -4.169, 3.262], [-2.062, -4.578, 1.914], [-3.225, -1.697, 2.394], [-3.068, -0.536, 1.057], [-2.351, -0.165, 2.618], [1.751, -3.177, 1.771], [3.246, -3.500, 3.687], [2.695, -2.497, 5.884], [0.633, -1.149, 6.128], [-0.863, -0.826, 4.212], [-0.816, -3.613, -1.078], [-1.536, -5.880, -1.697], [-2.666, -7.322, -0.037], [-3.485, -7.673, 2.226], [-3.787, -6.895, 4.543], [-2.953, -4.642, 5.204], [-1.872, -3.200, 3.563], [2.858, -1.044, -1.349], [-0.786, 5.206, 1.508], [0.843, 4.686, 2.296], [0.487, 4.071, 4.037], [1.917, 6.234, 2.447], [1.865, 2.983, 1.052], [0.012, 1.333, 1.055], [2.698, 4.017, -0.884], [1.493, 5.273, -1.621], [3.230, 2.853, -2.245], [4.216, 5.000, -0.339], [3.660, 2.147, 2.325], [2.989, 0.915, 3.564], [4.940, 1.320, 1.237], [4.505, 3.535, 3.294], [-1.286, 5.947, 2.137], [-1.441, 4.343, 1.397], [-0.638, 5.641, 0.521], [-0.098, 4.817, 4.582], [1.409, 3.892, 4.590], [-0.072, 3.137, 4.011], [1.419, 6.950, 3.107], [2.065, 6.720, 1.483], [2.898, 6.015, 2.862], [0.559, 4.819, -1.950], [1.965, 5.736, -2.492], [1.249, 6.062, -0.911], [2.418, 2.216, -2.589], [4.014, 2.176, -1.913], [3.606, 3.444, -3.086], [4.001, 5.701, 0.465], [4.594, 5.566, -1.195], [5.013, 4.339, -0.001], [2.545, 0.060, 3.057], [2.212, 1.349, 4.193], [3.795, 0.555, 4.208], [4.475, 0.638, 0.527], [5.635, 0.747, 1.857], [5.518, 2.054, 0.673], [3.817, 4.014, 3.991], [4.921, 4.308, 2.649], [5.324, 3.105, 3.879]],
  "total_charge": -1,
  "s_squared": 0.759,
  "total_energy_ha": -6099.8986,
  "multiplicity": 2,
  "homo_lumo_gap_ev": [5.14, 5.48]
}

---

Record 2
{
  "formula": "C38H57CuGeNO3PSeSi3",
  "method": "wB97M-V/def2-TZVPD",
  "elements": ["Cu", "O", "C", "C", "C", "C", "C", "C", "N", "H", "H", "H", "H", "H", "H", "H", "O", "C", "O", "C", "P", "C", "C", "C", "C", "C", "C", "C", "C", "C", "C", "C", "C", "H", "H", "H", "H", "H", "H", "H", "H", "H", "H", "H", "H", "C", "C", "C", "C", "C", "C", "Se", "C", "C", "C", "H", "H", "H", "H", "H", "H", "H", "H", "H", "H", "H", "C", "Si", "C", "C", "Ge", "Si", "C", "C", "C", "Si", "C", "C", "C", "H", "H", "H", "H", "H", "H", "H", "H", "H", "H", "H", "H", "H", "H", "H", "H", "H", "H", "H", "H", "H", "H", "H", "H", "H", "H", "H"],
  "coordinates": [[-0.640, 0.477, -1.004], [-2.511, -0.209, -0.883], [-2.997, -0.464, -2.234], [-2.792, 0.780, -3.065], [-3.836, 1.383, -3.743], [-3.574, 2.519, -4.494], [-2.288, 3.025, -4.522], [-1.304, 2.368, -3.796], [-1.541, 1.262, -3.096], [-2.382, -1.054, -0.423], [-4.047, -0.743, -2.200], [-2.413, -1.276, -2.665], [-4.838, 0.972, -3.687], [-4.372, 3.009, -5.039], [-2.048, 3.920, -5.080], [-0.285, 2.745, -3.766], [2.753, 2.357, -1.540], [1.807, 1.594, -1.573], [0.726, 1.736, -0.833], [1.833, 0.469, -2.634], [0.714, -1.004, -2.450], [0.609, -1.614, -4.190], [0.484, -0.735, -5.269], [0.324, -1.207, -6.567], [0.270, -2.569, -6.814], [0.370, -3.456, -5.749], [0.533, -2.985, -4.452], [1.759, -2.292, -1.673], [1.112, -3.271, -0.919], [1.826, -4.284, -0.295], [3.211, -4.329, -0.415], [3.865, -3.373, -1.183], [3.140, -2.363, -1.814], [2.869, 0.181, -2.772], [1.535, 0.968, -3.554], [0.510, 0.336, -5.111], [0.245, -0.502, -7.386], [0.149, -2.938, -7.825], [0.331, -4.524, -5.926], [0.623, -3.696, -3.641], [0.036, -3.215, -0.790], [1.309, -5.019, 0.312], [3.778, -5.098, 0.099], [4.944, -3.402, -1.284], [3.674, -1.629, -2.406], [4.117, -4.845, 4.393], [3.332, -3.881, 3.536], [3.911, -2.728, 3.026], [3.194, -1.794, 2.281], [3.942, -0.595, 1.753], [1.819, -2.006, 2.035], [0.908, -0.641, 1.000], [1.243, -3.213, 2.481], [-0.152, -3.635, 2.133], [2.001, -4.111, 3.235], [5.184, -4.613, 4.372], [3.986, -5.877, 4.056], [3.787, -4.799, 5.434], [4.967, -2.544, 3.205], [5.017, -0.747, 1.861], [3.668, 0.312, 2.290], [3.714, -0.415, 0.701], [-0.563, -2.950, 1.410], [-0.804, -3.656, 3.011], [-0.148, -4.641, 1.702], [1.531, -5.033, 3.574], [1.189, 4.452, 0.695], [0.872, 3.210, 2.024], [2.392, 2.281, 2.473], [0.192, 4.056, 3.553], [-0.961, 1.808, 1.437], [-2.088, 0.570, 3.119], [-3.309, 1.678, 4.012], [-0.902, -0.049, 4.405], [-3.137, -0.753, 2.329], [-2.678, 3.142, 0.437], [-2.100, 4.183, -0.999], [-4.236, 2.233, -0.033], [-3.172, 4.345, 1.780], [1.896, 5.209, 1.056], [0.269, 4.957, 0.387], [1.624, 3.946, -0.173], [3.086, 2.934, 3.017], [2.874, 1.919, 1.559], [2.146, 1.413, 3.091], [0.957, 4.699, 4.006], [-0.114, 3.317, 4.302], [-0.676, 4.680, 3.321], [-2.832, 2.596, 4.375], [-3.708, 1.142, 4.883], [-4.153, 1.960, 3.372], [-0.579, 0.784, 5.041], [-0.018, -0.499, 3.955], [-1.387, -0.798, 5.043], [-3.943, -0.291, 1.746], [-3.589, -1.384, 3.102], [-2.555, -1.395, 1.675], [-1.344, 3.670, -1.597], [-1.651, 5.111, -0.630], [-2.944, 4.442, -1.649], [-4.105, 1.630, -0.931], [-5.025, 2.971, -0.225], [-4.573, 1.569, 0.772], [-2.334, 4.989, 2.067], [-3.544, 3.853, 2.683], [-3.970, 4.987, 1.384]],
  "total_energy_ha": -9091.4258,
  "homo_lumo_gap_ev": 5.67
}

---

Record 3
{
  "formula": "C38H57OSi",
  "method": "wB97M-V/def2-TZVPD",
  "elements": ["C", "C", "C", "C", "C", "C", "Si", "C", "C", "C", "C", "C", "C", "C", "C", "C", "C", "C", "C", "H", "H", "H", "H", "H", "H", "H", "H", "H", "H", "H", "H", "H", "H", "H", "H", "H", "H", "H", "H", "H", "H", "H", "H", "H", "H", "H", "H", "H", "H", "H", "H", "H", "H", "H", "H", "H", "H", "H", "H", "C", "C", "C", "C", "C", "C", "C", "C", "C", "C", "O", "C", "C", "C", "C", "C", "C", "C", "C", "C", "C", "H", "H", "H", "H", "H", "H", "H", "H", "H", "H", "H", "H", "H", "H", "H", "H", "H"],
  "coordinates": [[7.918, 5.311, 7.890], [6.836, 5.988, 8.718], [5.745, 6.598, 7.825], [4.627, 7.233, 8.630], [3.515, 7.800, 7.755], [2.396, 8.380, 8.629], [0.993, 9.147, 7.663], [-0.164, 10.062, 8.811], [0.588, 11.142, 9.597], [-0.346, 11.897, 10.531], [0.403, 12.947, 11.340], [-0.589, 13.679, 12.243], [0.050, 14.746, 13.118], [1.754, 10.327, 6.389], [0.850, 11.349, 5.662], [1.031, 12.824, 6.064], [2.401, 13.428, 5.718], [2.402, 14.934, 5.975], [3.718, 15.642, 5.656], [0.187, 7.916, 7.113], [8.666, 4.859, 8.541], [7.491, 4.526, 7.262], [8.416, 6.037, 7.244], [6.367, 5.267, 9.404], [7.269, 6.787, 9.340], [6.210, 7.347, 7.165], [5.333, 5.815, 7.169], [4.203, 6.488, 9.317], [5.049, 8.028, 9.259], [3.916, 8.568, 7.078], [3.086, 7.006, 7.118], [1.957, 7.572, 9.243], [2.797, 9.120, 9.338], [-0.992, 10.518, 8.243], [-0.621, 9.344, 9.516], [1.403, 10.688, 10.184], [1.068, 11.859, 8.909], [-1.151, 12.384, 9.958], [-0.843, 11.197, 11.222], [1.187, 12.464, 11.946], [0.905, 13.661, 10.668], [-1.362, 14.135, 11.606], [-1.094, 12.934, 12.876], [-0.715, 15.209, 13.744], [0.814, 14.318, 13.773], [0.515, 15.530, 12.512], [2.600, 10.836, 6.889], [2.232, 9.678, 5.629], [1.069, 11.269, 4.586], [-0.211, 11.086, 5.798], [0.256, 13.408, 5.540], [0.845, 12.980, 7.143], [3.176, 12.939, 6.327], [2.650, 13.226, 4.665], [1.601, 15.396, 5.382], [2.150, 15.105, 7.029], [3.622, 16.707, 5.898], [4.547, 15.233, 6.249], [3.976, 15.562, 4.592], [-5.789, 5.094, 7.932], [-4.380, 5.386, 7.514], [-4.065, 6.671, 7.054], [-2.778, 6.984, 6.663], [-1.731, 6.016, 6.709], [-0.492, 6.345, 6.072], [0.486, 5.403, 5.606], [0.263, 4.008, 5.397], [1.272, 3.166, 4.924], [2.488, 3.717, 4.496], [3.540, 2.981, 3.964], [3.365, 2.042, 2.940], [4.043, 2.290, 1.743], [3.709, 1.540, 0.617], [2.787, 0.491, 0.719], [2.233, 0.164, 1.963], [2.542, 0.927, 3.098], [2.706, 5.104, 4.611], [1.744, 5.913, 5.181], [-2.021, 4.771, 7.357], [-3.347, 4.434, 7.636], [-5.948, 4.027, 8.105], [-6.014, 5.639, 8.862], [-6.527, 5.427, 7.191], [-4.863, 7.416, 6.961], [-2.541, 7.970, 6.260], [-0.470, 7.299, 5.528], [-0.736, 3.586, 5.564], [1.112, 2.082, 4.894], [4.759, 3.106, 1.700], [4.170, 1.787, -0.344], [2.522, -0.085, -0.170], [1.540, -0.681, 2.058], [2.126, 0.669, 4.069], [3.646, 5.513, 4.244], [1.924, 6.989, 5.267], [-1.208, 4.076, 7.587], [-3.609, 3.410, 7.920]],
  "total_charge": 1,
  "total_energy_ha": -1846.6283,
  "homo_lumo_gap_ev": 6.09
}

---

Record 4
{
  "formula": "C38H58BBrCdCl2N8",
  "method": "wB97M-V/def2-TZVPD",
  "elements": ["Cd", "C", "C", "C", "C", "C", "C", "C", "C", "C", "N", "N", "B", "N", "N", "C", "C", "C", "C", "C", "C", "C", "C", "C", "N", "N", "C", "C", "C", "C", "C", "C", "C", "C", "C", "H", "H", "H", "H", "H", "H", "H", "H", "H", "H", "H", "H", "H", "H", "H", "H", "H", "H", "H", "H", "H", "H", "H", "H", "H", "H", "H", "H", "H", "H", "H", "H", "H", "H", "H", "H", "H", "H", "H", "H", "H", "H", "H", "H", "H", "H", "Cl", "C", "Cl", "H", "H", "Br", "C", "C", "C", "C", "C", "C", "C", "C", "C", "C", "H", "H", "H", "H", "H", "H", "N", "N", "H", "H", "H", "H"],
  "coordinates": [[-0.556, 1.756, -1.490], [-2.220, -4.808, 0.381], [-2.836, -3.601, 1.021], [-3.919, -3.938, 2.057], [-1.753, -2.851, 1.764], [-0.798, -3.388, 2.693], [0.105, -2.402, 2.974], [1.137, -2.326, 4.090], [0.772, -1.163, 4.995], [1.119, -3.690, 4.809], [-0.162, -1.360, 2.128], [-1.365, -1.647, 1.383], [0.686, -0.070, 1.673], [1.722, -0.329, 0.529], [1.111, -0.231, -0.783], [1.863, -0.957, -1.614], [2.949, -1.538, -0.902], [2.904, -1.007, 0.381], [4.024, -1.140, 1.372], [4.205, -2.648, 1.520], [3.893, -0.323, 2.668], [1.347, -1.071, -3.031], [2.598, -1.366, -3.966], [0.272, -2.173, -3.166], [-0.133, 1.157, 1.304], [-1.308, 0.920, 0.499], [-2.289, 1.683, 0.998], [-1.800, 2.534, 1.997], [-0.405, 2.220, 2.139], [0.642, 2.909, 2.885], [0.621, 2.510, 4.365], [1.989, 2.863, 2.147], [-3.656, 1.526, 0.546], [-4.499, 2.669, 1.063], [-4.270, 0.165, 0.946], [-2.796, -5.221, -0.490], [-1.203, -4.670, -0.004], [-2.141, -5.604, 1.162], [-3.252, -2.870, 0.273], [-3.501, -4.653, 2.786], [-4.345, -3.122, 2.607], [-4.750, -4.391, 1.562], [-0.877, -4.403, 3.146], [2.139, -2.124, 3.629], [-0.168, -1.295, 5.543], [1.582, -0.988, 5.781], [0.685, -0.205, 4.465], [0.110, -3.760, 5.233], [1.276, -4.558, 4.162], [1.843, -3.717, 5.652], [1.376, 0.057, 2.671], [3.736, -2.181, -1.316], [4.922, -0.788, 0.820], [3.438, -3.134, 2.127], [4.175, -3.165, 0.541], [5.169, -2.905, 1.994], [2.832, -0.239, 3.038], [4.637, -0.700, 3.462], [4.246, 0.666, 2.314], [0.923, -0.078, -3.361], [2.485, -2.425, -4.240], [2.621, -0.673, -4.849], [3.498, -1.296, -3.364], [0.584, -3.153, -2.844], [-0.669, -1.995, -2.650], [0.020, -2.315, -4.198], [-2.412, 3.242, 2.599], [0.370, 3.972, 2.915], [0.830, 1.461, 4.511], [1.249, 3.117, 4.967], [-0.410, 2.661, 4.787], [2.113, 1.898, 1.616], [2.016, 3.595, 1.317], [2.770, 3.120, 2.861], [-3.628, 1.561, -0.570], [-4.431, 2.696, 2.158], [-4.176, 3.599, 0.661], [-5.544, 2.618, 0.833], [-4.647, 0.210, 1.989], [-5.087, -0.110, 0.293], [-3.569, -0.679, 0.928], [-4.209, -0.587, -2.816], [-4.050, -1.166, -4.530], [-4.952, -0.144, -5.622], [-4.348, -2.220, -4.573], [-3.023, -1.019, -4.873], [-2.118, 2.038, -4.310], [-0.290, 1.943, -4.889], [-0.072, 1.231, -6.089], [1.164, 1.300, -6.736], [2.186, 2.113, -6.168], [2.123, 2.626, -4.881], [3.249, 3.156, -4.216], [3.131, 3.651, -2.963], [1.947, 3.368, -2.178], [0.838, 2.755, -2.827], [0.852, 2.481, -4.180], [-0.906, 0.679, -6.507], [1.362, 0.821, -7.696], [3.140, 2.252, -6.735], [4.212, 3.079, -4.714], [3.924, 4.232, -2.478], [1.902, 3.500, -1.096], [-2.775, 4.639, -1.083], [-1.384, 4.256, -0.968], [-2.992, 5.642, -0.969], [-3.165, 4.265, -1.998], [-0.992, 4.566, -0.059], [-0.784, 4.608, -1.740]],
  "total_energy_ha": -5607.7299,
  "homo_lumo_gap_ev": 7.68
}